#1
The following is a quantum chemistry calculation of a gas-phase ion, C5H14N4 (charge +2), from OMol25.

Summary:
Kohn-Sham gap, eV: 10.8
HOMO level, eV: -17.67
LUMO level, Ha: -0.25339
SMILES: N[C@@H](C[NH3+])C1=[NH+]CCN1
Net charge: +2

Each atom is followed by the atoms it is bonded to, with distances in Å.
CARTESIAN COORDINATES (ANGSTROEM)
1 N -1.5808 -0.6142 -1.0917  C7 1.303, C9 1.512, H12 1.003
2 N -1.3218 0.6523 0.6120  C5 1.477, C7 1.284, H17 0.985
3 N 1.4457 1.3352 -0.0298  C8 1.555, H15 0.982, H16 1.063
4 N 2.9646 -0.7108 0.2423  C6 1.497, H19 1.063, H22 1.061, H23 1.035
5 C -2.7646 0.3807 0.7780  N2 1.477, C9 1.557, H13 1.083, H18 1.147
6 C 1.5182 -1.0559 0.4111  N4 1.497, C8 1.532, H11 1.171, H14 1.138
7 C -0.7281 -0.0546 -0.2812  N1 1.303, N2 1.284, C8 1.512
8 C 0.7760 -0.0108 -0.4283  N3 1.555, C6 1.532, C7 1.512, H21 1.081
9 C -2.9720 -0.4509 -0.5213  N1 1.512, C5 1.557, H10 1.195, H20 1.062
10 H -3.5533 0.1731 -1.3584  C9 1.195
11 H 1.1992 -2.1155 0.0274  C6 1.171
12 H -1.6240 -1.2715 -1.8476  N1 1.003
13 H -3.3951 1.2292 1.0117  C5 1.083
14 H 1.3929 -1.2525 1.5251  C6 1.138
15 H 1.1310 1.9023 -0.7668  N3 0.982
16 H 0.9918 1.6486 0.8788  N3 1.063
17 H -0.9117 1.2642 1.2656  N2 0.985
18 H -2.5548 -0.3753 1.6154  C5 1.147
19 H 3.0669 0.2891 0.5893  N4 1.063
20 H -3.5247 -1.3450 -0.3712  C9 1.062
21 H 0.9652 -0.2643 -1.4618  C8 1.081
22 H 3.3626 -1.5161 0.8070  N4 1.061
23 H 3.2695 -0.6524 -0.7446  N4 1.035

---

#2
The following is a quantum chemistry calculation of 2 unconnected molecules or ions with the total composition C5H14N4, from OMol25.

Summary:
Kohn-Sham gap (spin up / spin down), eV: 7.4 / 7.4
HOMO level (spin up / spin down), eV: -14.69 / -14.69
LUMO level (spin up / spin down), Ha: -0.26667 / -0.26667
Net charge: +2

Each atom is followed by the atoms it is bonded to, with distances in Å.
CARTESIAN COORDINATES (ANGSTROEM)
1 N 8.8052 0.2400 -1.3655  N3 1.094
2 N -2.7455 0.9561 0.2258  N4 1.345, C8 1.461, H22 0.987
3 N 8.6407 0.2018 -0.2842  N1 1.094, C7 1.343
4 N -3.3133 -0.1593 -0.2671  N2 1.345, C5 1.440, C6 1.380
5 C -4.6601 -0.1107 -0.7740  N4 1.440, H12 1.169, H13 1.076, H20 1.027
6 C -2.6342 -1.3573 -0.3559  N4 1.380, C9 1.567, H16 0.985
7 C 8.5532 -0.0047 1.0403  N3 1.343, H17 1.148, H21 1.077, H23 1.108
8 C -3.3175 2.2888 0.0501  N2 1.461, H10 1.191, H14 1.127, H18 1.140
9 C -1.2888 -2.0235 0.0945  C6 1.567, H11 1.048, H15 1.067, H19 1.144
10 H -4.4942 2.4692 0.0093  C8 1.191
11 H -0.7465 -2.2997 -0.7583  C9 1.048
12 H -5.1421 -1.1451 -1.0285  C5 1.169
13 H -4.7978 0.6044 -1.5660  C5 1.076
14 H -2.7233 2.6094 -0.8517  C8 1.127
15 H -1.3655 -3.0560 0.3531  C9 1.067
16 H -3.1957 -2.0562 -0.7626  C6 0.985
17 H 7.4352 0.0592 1.2922  C7 1.148
18 H -2.9147 2.9903 0.8540  C8 1.140
19 H -0.6468 -1.3428 0.7533  C9 1.144
20 H -5.1720 0.4707 -0.0990  C5 1.027
21 H 9.1067 0.8047 1.4851  C7 1.077
22 H -2.0103 0.9706 0.8841  N2 0.987
23 H 8.6272 -1.1101 1.0711  C7 1.108

---

Which is most stable? The ranking, best first, is #1, #2.

---

#1
The following is a quantum chemistry calculation of a single C4H3F3 molecule, from OMol25.

Summary:
Kohn-Sham gap, eV: 11.4
HOMO level, eV: -10.84
LUMO level, Ha: 0.02157
SMILES: CC1=C(F)C1(F)F

Each atom is followed by the atoms it is bonded to, with distances in Å.
CARTESIAN COORDINATES (ANGSTROEM)
1 F 2.5778 2.5484 1.1040  C4 1.358
2 F 1.3285 2.6649 -2.2229  C6 1.401
3 F 2.8495 1.0586 -2.0607  C6 1.356
4 C 1.9336 1.9275 0.0828  F1 1.358, C6 1.450, C7 1.296
5 C 0.0274 -0.0176 -0.0250  C7 1.486, H8 1.063, H9 1.182, H10 1.150
6 C 1.9085 1.7322 -1.3534  F2 1.401, F3 1.356, C4 1.450, C7 1.562
7 C 1.0554 1.0329 -0.2468  C4 1.296, C5 1.486, C6 1.562
8 H 0.7024 -0.8386 -0.0108  C5 1.063
9 H -0.9945 -0.0295 -0.6193  C5 1.182
10 H -0.3066 0.1108 1.0676  C5 1.150

---

#2
The following is a quantum chemistry calculation of a single C4H3F3 molecule, from OMol25.

Summary:
Kohn-Sham gap, eV: 10.0
HOMO level, eV: -9.44
LUMO level, Ha: 0.02178
SMILES: C=C(F)/C(F)=C/F

Each atom is followed by the atoms it is bonded to, with distances in Å.
CARTESIAN COORDINATES (ANGSTROEM)
1 F -0.8250 2.8251 -0.1722  C7 1.352
2 F 0.8008 -0.3762 1.3905  C4 1.316
3 F -0.6149 0.5560 -1.6006  C6 1.359
4 C 0.3259 -0.6034 0.1840  F2 1.316, C5 1.280, C6 1.417
5 C 0.3140 -1.7849 -0.3095  C4 1.280, H8 1.119, H9 1.093
6 C -0.1698 0.6253 -0.3179  F3 1.359, C4 1.417, C7 1.339
7 C -0.3263 1.7229 0.4321  F1 1.352, C6 1.339, H10 1.035
8 H -0.0732 -2.1146 -1.3066  C5 1.119
9 H 0.4671 -2.6580 0.3291  C5 1.093
10 H 0.1014 1.8078 1.3710  C7 1.035

---

#3
The following is a quantum chemistry calculation of a single C4H3F3 molecule, from OMol25.

Summary:
Kohn-Sham gap, eV: 11.3
HOMO level, eV: -10.29
LUMO level, Ha: 0.03678
SMILES: FC1=C[C@H](F)[C@H]1F

Each atom is followed by the atoms it is bonded to, with distances in Å.
CARTESIAN COORDINATES (ANGSTROEM)
1 F 0.1350 -2.0560 -0.3810  C6 1.324
2 F -1.8796 0.6907 0.5788  C4 1.385
3 F 2.5525 0.4552 0.3257  C5 1.321
4 C -0.8971 0.1029 -0.2001  F2 1.385, C6 1.476, C7 1.515, H10 1.077
5 C 1.2497 0.3168 0.1528  F3 1.321, C6 1.857, C7 1.342
6 C -0.0650 -0.9785 0.3624  F1 1.324, C4 1.476, C5 1.857, H9 1.159
7 C 0.2687 1.0500 -0.3959  C4 1.515, C5 1.342, H8 1.030
8 H -0.0025 1.9519 -0.8119  C7 1.030
9 H 0.0192 -1.3017 1.4719  C6 1.159
10 H -1.3808 -0.2312 -1.1027  C4 1.077

---

Which is most stable? The ranking, best first, is #2, #1, #3.

---

#1
The following is a quantum chemistry calculation of 2 unconnected molecules or ions with the total composition C5H14NO, from OMol25.

Summary:
Kohn-Sham gap, eV: 12.7
HOMO level, eV: -15.73
LUMO level, Ha: -0.11036
Net charge: +1

Each atom is followed by the atoms it is bonded to, with distances in Å.
CARTESIAN COORDINATES (ANGSTROEM)
1 O -0.5019 2.9976 0.7118  H8 0.965, H10 0.965
2 N 0.9481 0.4364 -0.0167  C4 1.566, C7 1.611, H12 1.010, H16 1.033
3 C -0.1499 -1.4286 1.0724  C5 1.512, C7 1.481, H13 1.107, H15 1.146
4 C 0.4573 -0.6106 -1.0725  N2 1.566, C5 1.506, C6 1.501, H9 1.101
5 C 0.4671 -1.8643 -0.2380  C3 1.512, C4 1.506, H14 1.072, H18 1.070
6 C -0.8661 -0.1988 -1.6475  C4 1.501, H11 1.079, H17 1.085, H20 1.128
7 C 0.2348 -0.0264 1.3519  N2 1.611, C3 1.481, H19 1.092, H21 1.099
8 H 0.0377 3.7603 0.4703  O1 0.965
9 H 1.1924 -0.6711 -1.8895  C4 1.101
10 H -1.2529 3.4030 1.1626  O1 0.965
11 H -0.8683 0.7515 -2.1589  C6 1.079
12 H 1.9336 0.6065 0.1225  N2 1.010
13 H -1.2303 -1.2707 0.8887  C3 1.107
14 H 1.4563 -2.2547 -0.1024  C5 1.072
15 H 0.1318 -2.1812 1.8889  C3 1.146
16 H 0.5893 1.3396 -0.3679  N2 1.033
17 H -1.2667 -0.8938 -2.3787  C6 1.085
18 H -0.1278 -2.6599 -0.6348  C5 1.070
19 H 1.0313 0.2506 2.0455  C7 1.092
20 H -1.6390 -0.1500 -0.8273  C6 1.128
21 H -0.5768 0.6646 1.6198  C7 1.099

---

#2
The following is a quantum chemistry calculation of 2 unconnected molecules or ions with the total composition C5H14NO, from OMol25.

Summary:
Kohn-Sham gap (spin up / spin down), eV: 7.6 / 7.6
HOMO level (spin up / spin down), eV: -13.47 / -13.47
LUMO level (spin up / spin down), Ha: -0.21576 / -0.21575
Net charge: +1

Each atom is followed by the atoms it is bonded to, with distances in Å.
CARTESIAN COORDINATES (ANGSTROEM)
1 O -0.3177 -0.3984 1.0464  N2 1.447, C3 1.389
2 N 0.5590 -0.1267 -0.0721  O1 1.447, C5 1.426, C6 1.470
3 C -0.0385 -1.6429 1.5972  O1 1.389, H14 1.127, H15 1.069, H21 1.085
4 C -1.9193 1.6827 -0.1136  C7 1.398, H11 1.197, H12 1.182, H18 1.103
5 C 1.0140 -1.0797 -1.0309  N2 1.426, H9 1.092, H10 1.094, H19 1.051
6 C 1.6642 0.7500 0.3428  N2 1.470, H8 1.089, H13 1.193, H17 1.070
7 C -1.1820 1.5013 -1.2879  C4 1.398, H16 1.108, H20 1.085
8 H 2.0963 0.4413 1.2941  C6 1.089
9 H 0.3634 -1.9417 -1.1925  C5 1.092
10 H 1.2995 -0.4263 -1.8602  C5 1.094
11 H -3.0842 1.5083 -0.3249  C4 1.197
12 H -1.6923 0.7990 0.6376  C4 1.182
13 H 2.4102 0.5113 -0.5571  C6 1.193
14 H -0.3387 -1.7932 2.6732  C3 1.127
15 H 0.9802 -1.9331 1.4530  C3 1.069
16 H -1.5521 0.7173 -1.9784  C7 1.108
17 H 1.2952 1.7401 0.5099  C6 1.070
18 H -1.6552 2.6336 0.3781  C4 1.103
19 H 1.8552 -1.6434 -0.7491  C5 1.051
20 H -0.4598 2.2512 -1.5942  C7 1.085
21 H -0.6739 -2.4288 1.2030  C3 1.085

---

#3
The following is a quantum chemistry calculation of 2 unconnected molecules or ions with the total composition C5H14NO, from OMol25.

Summary:
Kohn-Sham gap, eV: 11.1
HOMO level, eV: -14.58
LUMO level, Ha: -0.12954
Net charge: +1

Each atom is followed by the atoms it is bonded to, with distances in Å.
CARTESIAN COORDINATES (ANGSTROEM)
1 O -0.0067 2.1876 -2.2956  H19 0.960, H21 0.982
2 N 0.7284 -0.3385 -1.2297  C3 1.487, H16 1.016, H17 1.024, H20 1.031
3 C -0.0262 -1.3055 -0.3886  N2 1.487, C4 1.477, C5 1.316
4 C 0.3162 -1.1423 1.0388  C3 1.477, C6 1.572, H14 1.091, H15 1.102
5 C -0.9431 -2.0399 -0.9814  C3 1.316, H8 1.080, H18 1.094
6 C -0.4031 0.1186 1.6409  C4 1.572, C7 1.531, H11 1.085, H12 1.091
7 C 0.2693 1.4182 2.0903  C6 1.531, H9 1.088, H10 1.094, H13 1.094
8 H -1.5827 -2.8475 -0.6576  C5 1.080
9 H 0.6976 1.3141 3.0850  C7 1.088
10 H -0.5510 2.1072 2.3120  C7 1.094
11 H -1.1561 0.3535 0.8961  C6 1.085
12 H -1.0783 -0.2687 2.4057  C6 1.091
13 H 0.7912 1.8717 1.2428  C7 1.094
14 H -0.0171 -2.0497 1.5435  C4 1.091
15 H 1.3996 -1.1949 1.2346  C4 1.102
16 H 0.6985 -0.3707 -2.2446  N2 1.016
17 H 1.7134 -0.4627 -0.9782  N2 1.024
18 H -1.0816 -1.9248 -2.0606  C5 1.094
19 H 0.5302 2.0497 -3.0789  O1 0.960
20 H 0.5825 0.6446 -0.9555  N2 1.031
21 H -0.8811 1.8800 -2.6193  O1 0.982

---

#4
The following is a quantum chemistry calculation of 2 unconnected molecules or ions with the total composition C5H14NO, from OMol25.

Summary:
Kohn-Sham gap, eV: 5.1
HOMO level, eV: -12.69
LUMO level, Ha: -0.27795
Net charge: +1

Each atom is followed by the atoms it is bonded to, with distances in Å.
CARTESIAN COORDINATES (ANGSTROEM)
1 O 0.4633 0.8031 -1.5721  C4 1.409, H13 0.967
2 N 3.1136 1.7373 -3.3985  H11 1.016, H16 1.015, H20 1.021
3 C -1.0128 0.3437 0.1974  C4 1.482, C7 1.434, H17 1.087
4 C 0.2843 0.9519 -0.1820  O1 1.409, C3 1.482, H9 1.095, H10 1.093
5 C -0.9393 -0.8263 2.8071  C6 1.532, H14 1.098, H15 1.085, H21 1.089
6 C -1.6452 -1.5815 1.6766  C5 1.532, C7 1.553, H8 1.085, H12 1.086
7 C -1.1364 -1.0820 0.2974  C3 1.434, C6 1.553, H18 1.099, H19 1.086
8 H -2.7051 -1.3700 1.7688  C6 1.085
9 H 1.0980 0.3566 0.2465  C4 1.095
10 H 0.5077 1.9729 0.1378  C4 1.093
11 H 4.0962 1.7968 -3.1459  N2 1.016
12 H -1.4603 -2.6488 1.7540  C6 1.086
13 H -0.3671 0.9490 -2.0460  O1 0.967
14 H -0.3925 0.0669 2.4779  C5 1.098
15 H -1.6460 -0.5043 3.5651  C5 1.085
16 H 3.1057 1.5745 -4.4002  N2 1.015
17 H -1.8843 0.9472 -0.0435  C3 1.087
18 H -1.9003 -1.3382 -0.4504  C7 1.099
19 H -0.1938 -1.5146 -0.0230  C7 1.086
20 H 2.8454 0.8445 -2.9832  N2 1.021
21 H -0.2312 -1.4787 3.3162  C5 1.089

---

Which is most stable? The ranking, best first, is #1, #3, #4, #2.

---

#1
The following is a quantum chemistry calculation of 2 unconnected molecules or ions with the total composition C3H10NO2, from OMol25.

Summary:
Kohn-Sham gap, eV: 10.4
HOMO level, eV: -14.40
LUMO level, Ha: -0.14589
Net charge: +1

Each atom is followed by the atoms it is bonded to, with distances in Å.
CARTESIAN COORDINATES (ANGSTROEM)
1 O -0.6687 0.0205 1.1036  C5 1.312
2 O -2.9674 0.9647 -0.0769  H11 0.997, H16 1.046
3 N 0.1058 -1.1641 -0.8792  C4 1.484, H12 1.027, H13 1.040, H14 1.103
4 C 1.4247 -0.8157 -0.2938  N3 1.484, C6 1.593, H8 1.057, H15 1.043
5 C 0.2097 0.9947 1.1348  O1 1.312, C6 1.583, H10 1.118
6 C 1.4562 0.6966 0.2063  C4 1.593, C5 1.583, H7 1.044, H9 1.035
7 H 1.4626 1.4353 -0.5313  C6 1.044
8 H 1.4004 -1.4115 0.5785  C4 1.057
9 H 2.2097 0.6676 0.9151  C6 1.035
10 H 0.1283 2.0300 1.5492  C5 1.118
11 H -2.8987 1.2151 0.8854  O2 0.997
12 H 0.1573 -0.8937 -1.8690  N3 1.027
13 H 0.2688 -2.1773 -1.0479  N3 1.040
14 H -0.8490 -0.7531 -0.5113  N3 1.103
15 H 2.1931 -0.9734 -0.9813  C4 1.043
16 H -3.6330 0.1642 -0.1822  O2 1.046

---

#2
The following is a quantum chemistry calculation of 2 unconnected molecules or ions with the total composition C3H10NO2, from OMol25.

Summary:
Kohn-Sham gap, eV: 11.1
HOMO level, eV: -14.42
LUMO level, Ha: -0.12271
Net charge: +1

Each atom is followed by the atoms it is bonded to, with distances in Å.
CARTESIAN COORDINATES (ANGSTROEM)
1 O -0.0329 -1.2149 -0.0739  C5 1.208
2 O 2.6676 -0.6609 0.5636  H11 0.963, H12 0.966
3 N 0.3682 1.3445 0.2441  C4 1.505, H8 1.017, H13 1.025, H14 1.043
4 C -0.7959 1.2336 -0.7037  N3 1.505, C6 1.550, H7 1.087, H15 1.084
5 C -1.2394 -1.1516 -0.0514  O1 1.208, C6 1.518, H10 1.100
6 C -1.8555 0.2300 -0.1829  C4 1.550, C5 1.518, H9 1.093, H16 1.094
7 H -0.3633 0.8031 -1.6038  C4 1.087
8 H 0.2078 1.6679 1.1946  N3 1.017
9 H -2.7223 0.1372 -0.8414  C6 1.093
10 H -1.8247 -1.9663 0.3994  C5 1.100
11 H 3.0506 -1.0597 -0.2252  O2 0.963
12 H 2.9373 -1.3503 1.1836  O2 0.966
13 H 1.0637 1.9613 -0.1876  N3 1.025
14 H 0.8740 0.4346 0.3033  N3 1.043
15 H -1.2527 2.1958 -0.9047  C4 1.084
16 H -2.1995 0.6104 0.7838  C6 1.094

---

Which is most stable? The ranking, best first, is #2, #1.

---

#1
The following is a quantum chemistry calculation of 2 unconnected molecules or ions with the total composition C2H4Br2, from OMol25.

Summary:
Kohn-Sham gap (spin up / spin down), eV: 7.9 / 5.8
HOMO level (spin up / spin down), eV: -9.40 / -8.51
LUMO level (spin up / spin down), Ha: -0.05489 / -0.09963

Each atom is followed by the atoms it is bonded to, with distances in Å.
CARTESIAN COORDINATES (ANGSTROEM)
1 Br -2.6831 1.2999 -0.2278  no bonds
2 Br -1.0752 -1.7717 -0.0189  C3 1.816
3 C -0.1760 -0.3104 0.5768  Br2 1.816, C4 1.450, H8 1.139
4 C 0.9161 0.1025 -0.2837  C3 1.450, H5 1.064, H6 1.036, H7 1.015
5 H 0.5753 0.0789 -1.2919  C4 1.064
6 H 1.2446 1.0592 -0.0588  C4 1.036
7 H 1.7591 -0.4631 -0.2968  C4 1.015
8 H -0.5607 0.0047 1.6012  C3 1.139

---

#2
The following is a quantum chemistry calculation of a single C2H4Br2 molecule, from OMol25.

Summary:
Kohn-Sham gap, eV: 10.8
HOMO level, eV: -10.14
LUMO level, Ha: 0.02451
SMILES: BrCCBr

Each atom is followed by the atoms it is bonded to, with distances in Å.
CARTESIAN COORDINATES (ANGSTROEM)
1 Br 0.5694 -0.6737 2.1187  C3 1.969
2 Br 1.5284 -0.8575 -1.4040  C4 1.994
3 C 0.0046 0.4681 0.6166  Br1 1.969, C4 1.514, H5 1.090, H7 1.090
4 C -0.2368 -0.2847 -0.6751  Br2 1.994, C3 1.514, H6 1.090, H8 1.090
5 H 0.6708 1.3241 0.5093  C3 1.090
6 H -0.7863 0.2045 -1.4794  C4 1.090
7 H -0.8870 0.9955 0.9556  C3 1.090
8 H -0.8631 -1.1762 -0.6417  C4 1.090

---

Which is most stable? The ranking, best first, is #2, #1.